Entry from the OMol25 dataset: C3H10N7 as an isolated structure at a distorted geometry (ωB97M-V/def2-TZVPD).

As for the total charge: +1. The value obtained for the molecular weight is 144.2 g mol⁻¹. For the LUMO energy, the calculation gives -3.2 eV. The value obtained for the HOMO-LUMO gap is 7.8 eV. Its HOMO energy is -11.04 eV.

Each line ends with the Mulliken charge.
Cartesian coordinates (Å):
C1 1.090 -0.468 -1.234  -0.5949
C2 -1.625 0.185 -0.344  0.0977
C3 -0.033 0.024 -0.138  0.9384
N1 0.842 -1.732 -0.722  -0.1460
N2 -2.157 -1.007 -0.116  -0.0395
N3 -1.268 -2.001 0.321  -0.4512
N4 0.095 -1.456 0.417  -0.0491
N5 -2.377 1.203 -0.666  -0.3796
N6 0.340 1.130 0.751  -0.6300
N7 2.623 0.130 -0.178  -0.6005
H1 1.320 -2.636 -0.700  0.3017
H2 -3.159 -1.270 -0.006  0.2759
H3 -1.538 -2.565 1.168  0.2773
H4 -1.870 1.952 -1.252  0.2965
H5 -3.353 1.227 -0.456  0.2272
H6 -0.351 1.409 1.514  0.2849
H7 0.646 1.993 0.157  0.2818
H8 2.298 0.423 0.738  0.3639
H9 3.209 0.884 -0.500  0.2597
H10 3.194 -0.674 -0.185  0.2858